No. 1
{"formula": "C30H69O19P3", "method": "ωB97M-V with the def2-TZVPD basis set", "homo_lumo_gap_ev": 9.248, "de_lowest_ev": 1.037, "spin_multiplicity": 1, "total_charge": 0, "smiles": "COP(=O)(OC)OC.COP(=O)(OC)OC.COP(=O)(OC)OC.CC(C)=O.CC(C)=O.CC(C)=O.CC(C)=O.CC(C)=O.CC(C)=O.CC(C)=O", "elements": ["C", "C", "O", "C", "H", "H", "H", "H", "H", "H", "C", "C", "O", "C", "H", "H", "H", "H", "H", "H", "C", "C", "O", "C", "H", "H", "H", "H", "H", "H", "C", "C", "O", "C", "H", "H", "H", "H", "H", "H", "C", "C", "O", "C", "H", "H", "H", "H", "H", "H", "C", "C", "O", "C", "H", "H", "H", "H", "H", "H", "C", "C", "O", "C", "H", "H", "H", "H", "H", "H", "C", "O", "P", "O", "O", "C", "O", "C", "H", "H", "H", "H", "H", "H", "H", "H", "H", "C", "O", "P", "O", "O", "C", "O", "C", "H", "H", "H", "H", "H", "H", "H", "H", "H", "C", "O", "P", "O", "O", "C", "O", "C", "H", "H", "H", "H", "H", "H", "H", "H", "H"], "coordinates": [[-3.62908, 0.24504, -4.42443], [-3.61485, -0.96882, -5.41779], [-3.31776, -2.16499, -4.97682], [-3.92917, -0.72149, -6.84472], [-3.79236, 1.20050, -5.01397], [-2.69362, 0.33362, -4.17202], [-4.35359, 0.17313, -3.60407], [-3.49623, 0.21264, -7.16093], [-4.90719, -0.58497, -7.12227], [-3.53743, -1.40836, -7.57121], [-3.49103, 5.40802, -2.75529], [-3.40679, 3.91956, -2.99429], [-4.44691, 3.34797, -3.32913], [-2.16444, 3.25978, -2.98909], [-3.26700, 5.94500, -3.61466], [-2.94007, 5.78561, -1.86293], [-4.68373, 5.59865, -2.44513], [-2.55865, 2.20309, -2.93639], [-1.53577, 3.58157, -2.16948], [-1.66510, 3.36155, -3.89544], [6.06341, 1.30390, 2.41658], [5.30462, 1.81260, 1.22083], [4.91341, 2.90536, 1.12874], [5.16076, 0.85975, -0.03008], [5.51958, 0.64114, 3.16694], [6.37025, 2.25862, 3.02674], [6.99137, 0.88184, 2.21023], [5.39084, 1.35059, -0.79477], [4.05739, 0.48986, 0.03837], [5.84291, 0.02011, -0.01525], [0.22219, 4.27487, 2.66921], [-0.36980, 4.58796, 1.29422], [0.27390, 5.42349, 0.49991], [-1.68637, 4.09805, 0.97496], [-0.14929, 3.24155, 3.02952], [-0.11129, 5.15139, 3.33595], [1.36816, 4.31797, 2.58870], [-2.34047, 4.85863, 0.29701], [-1.96709, 3.85785, 1.94640], [-1.70362, 3.18446, 0.20261], [-3.17103, -0.23420, 2.88852], [-2.25098, 0.89329, 3.37339], [-1.09200, 0.93085, 3.03997], [-2.73071, 1.75402, 4.48363], [-4.31589, 0.08664, 2.90643], [-2.84119, -1.17332, 3.56079], [-2.93205, -0.47901, 1.91412], [-2.29022, 2.70440, 4.30120], [-2.67748, 1.40110, 5.71447], [-3.79750, 2.14642, 4.57841], [-3.76233, 1.15068, -0.47469], [-4.12072, -0.30297, -0.65846], [-5.26849, -0.66661, -0.24836], [-3.15318, -1.35912, -1.10574], [-2.59888, 1.22604, 0.05188], [-4.45467, 1.61216, 0.17005], [-3.94326, 1.63890, -1.46645], [-3.64440, -2.36623, -1.15592], [-2.00644, -1.49883, -0.47516], [-2.92726, -1.20107, -2.14593], [0.85741, 1.33502, 5.70855], [1.86075, 0.39547, 4.91152], [2.95158, 0.90632, 4.54282], [1.52525, -0.95422, 4.66246], [1.21984, 2.38178, 5.47472], [0.86314, 1.22109, 6.84572], [-0.06136, 1.26731, 5.25513], [1.55990, -1.38589, 5.70034], [1.99113, -1.41369, 3.98862], [0.62121, -1.01880, 4.21130], [0.32498, -0.59337, -3.54660], [0.66136, -0.72094, -2.18463], [1.05771, 0.63355, -1.38210], [-0.17409, 1.36278, -1.26458], [1.43679, 0.27687, 0.09917], [1.31856, 1.35776, 1.04426], [2.09313, 1.54178, -2.18149], [2.03434, 2.92327, -2.08772], [-0.48844, 0.08959, -3.63539], [0.15805, -1.62213, -4.03586], [1.01859, -0.10707, -4.03436], [0.46466, 1.54349, 1.21229], [2.08264, 2.22744, 0.94131], [1.65165, 1.02977, 2.00218], [1.31968, 3.50462, -2.78063], [2.93274, 3.21755, -2.24263], [1.83705, 3.24767, -1.04581], [-0.15398, -2.14426, 1.55352], [0.10307, -3.38431, 2.22398], [-0.63683, -4.68053, 1.62944], [0.00227, -4.96954, 0.30798], [-0.53530, -6.00952, 2.50303], [0.53254, -6.87673, 2.30406], [-2.24383, -4.37930, 1.24054], [-2.98710, -4.86657, 0.21754], [0.36926, -1.33762, 2.20439], [-1.27862, -2.03886, 1.25019], [0.18007, -2.03717, 0.58360], [0.42823, -7.43099, 1.41392], [0.79553, -7.50881, 3.24786], [1.47502, -6.33491, 2.42069], [-2.88050, -5.95415, 0.17713], [-2.54645, -4.57351, -0.92424], [-4.11413, -4.59749, -0.06981], [5.63536, -1.71306, -3.02173], [5.47239, -2.65272, -1.96516], [4.07846, -2.80366, -1.20029], [3.39468, -1.54892, -1.44716], [3.20236, -3.99542, -1.71709], [1.86953, -3.75148, -2.01199], [4.43867, -2.74242, 0.36698], [3.45976, -2.52780, 1.34518], [6.63269, -1.49106, -3.41116], [5.36138, -0.81242, -2.59455], [4.91285, -1.82624, -3.76386], [1.08342, -3.36388, -1.37472], [1.34727, -4.54225, -2.44387], [2.06425, -2.96578, -2.80923], [2.92286, -3.43448, 1.06626], [2.94838, -1.52544, 1.20083], [3.80673, -2.33592, 2.16024]], "forces_ev_per_angstrom": [[-4.84, -0.10, -3.90], [0.51, -4.71, 3.12], [-1.24, 5.56, -1.99], [2.46, 0.33, -0.50], [-0.39, -1.08, 0.74], [5.18, 0.27, 2.29], [0.38, -0.16, -0.29], [0.40, 0.71, 0.16], [-2.85, 0.14, 0.12], [0.32, -0.97, 0.23], [-3.88, -0.27, 3.85], [-3.73, 2.18, -1.29], [0.96, 0.15, 0.56], [0.16, -3.12, 1.73], [0.51, 1.07, -1.57], [0.08, -0.35, -0.88], [3.17, -0.30, -1.12], [1.57, 0.69, 0.26], [0.33, -0.34, 0.15], [1.01, 0.40, -1.71], [-1.00, 2.41, 3.38], [1.77, -4.57, -1.38], [-1.58, 3.75, 0.06], [-3.25, -3.95, 7.95], [0.32, 0.75, -1.30], [-0.84, -1.63, -0.93], [1.43, -1.19, -0.91], [1.14, 4.42, -6.64], [1.99, 0.48, -0.68], [-0.09, -0.50, 0.44], [0.55, -0.16, -0.03], [4.96, 4.91, -3.64], [-2.78, -3.93, 3.53], [-1.61, -0.29, -4.88], [0.65, 1.75, -0.23], [0.39, -1.50, -0.67], [-1.79, -0.14, 0.23], [1.48, -1.40, 2.27], [-2.27, -0.84, 1.27], [0.52, 1.48, 2.10], [-1.39, 0.24, 2.81], [-1.10, -2.36, 0.84], [0.36, 0.45, -0.50], [-2.43, 1.25, 3.96], [2.47, -1.08, 0.39], [-1.29, 2.03, -1.31], [0.55, -0.60, -2.07], [1.29, 0.81, 0.66], [0.76, 0.62, -3.81], [0.70, -1.40, -1.05], [3.43, -0.53, -0.29], [-3.20, -1.29, 3.17], [3.16, 0.92, -1.61], [2.42, -1.63, 0.93], [-3.20, 0.01, -2.16], [-0.89, 0.30, 0.98], [0.97, -0.10, 0.72], [0.31, 1.00, 0.63], [-3.72, 0.89, -1.96], [0.69, 0.38, -0.49], [3.66, 0.76, 0.67], [3.12, 5.29, 0.24], [-2.72, -1.44, 0.74], [-2.39, 1.34, 6.40], [-0.24, -1.15, 0.46], [-0.12, -0.22, -1.66], [-2.47, -0.46, -0.55], [-0.34, -0.39, -1.17], [5.39, -3.72, -4.82], [-3.85, -0.02, -0.26], [-2.99, -3.11, 1.04], [2.13, 0.25, 1.67], [-1.60, -0.57, -1.10], [-3.02, 2.41, -0.01], [1.89, -0.79, -0.02], [12.65, -1.30, -1.27], [0.19, -3.09, -0.21], [-5.89, 1.13, 1.71], [-1.43, -0.02, -0.04], [0.02, 1.63, 1.08], [4.28, 2.07, -2.65], [-11.75, 3.29, 1.28], [-1.64, -1.21, -0.76], [0.61, -1.19, 0.70], [0.78, -1.48, 0.88], [6.01, 2.15, -1.47], [-0.37, -0.12, -0.61], [-1.97, 1.87, 1.65], [-1.75, -1.33, 0.86], [0.01, -1.16, -6.05], [-0.21, 0.22, 1.00], [-2.09, 2.24, 1.40], [3.02, -0.61, 3.16], [2.03, 1.98, 4.22], [-0.54, -1.33, -6.71], [-1.63, -1.23, -1.25], [1.61, 0.17, 1.87], [2.03, -0.59, -2.01], [0.08, -0.59, -0.88], [-1.81, 0.44, -1.49], [0.06, 0.36, -1.28], [-0.44, 0.00, 0.12], [-0.48, -0.47, 3.07], [2.23, 0.04, 2.27], [0.17, 0.63, 0.72], [0.83, -2.89, 0.88], [0.58, 3.87, 0.41], [-1.84, 1.66, -0.68], [2.42, -2.20, 2.49], [-1.13, 3.60, -3.32], [3.27, -1.02, -2.04], [-5.45, -0.78, -10.22], [0.17, -1.38, 0.35], [-0.60, 2.19, 0.86], [-0.88, -0.79, -1.59], [1.04, 0.33, 1.44], [0.14, -2.09, -0.79], [-1.58, -0.72, 0.58], [-1.65, 0.36, 2.05], [-0.25, -1.24, -0.86], [4.71, 0.53, 9.71]]}

No. 2
{"formula": "CH10ClMnN2", "method": "ωB97M-V with the def2-TZVPD basis set", "homo_lumo_gap_ev": [5.351, 5.417], "s2": 8.782, "spin_multiplicity": 6, "total_charge": -1, "elements": ["C", "Mn", "N", "N", "H", "H", "H", "H", "H", "H", "H", "H", "H", "H", "Cl"], "coordinates": [[-2.31422, 0.28074, -1.04537], [-0.50771, 0.80642, 0.02296], [1.68016, 0.29697, 1.84901], [0.77177, -0.49442, -1.24108], [1.17371, -0.56475, 1.99032], [1.04590, 1.14893, 0.71459], [-3.02960, 0.83462, -0.39923], [-2.63357, -0.76175, -0.98693], [-2.25771, 0.70934, -2.05989], [0.86897, -1.37073, -0.71518], [1.73957, -0.24723, -1.46572], [0.35712, -0.80136, -2.12949], [2.62565, 0.15819, 1.47473], [1.72766, 0.89738, 2.71430], [-1.24771, -0.89235, 1.27697]], "forces_ev_per_angstrom": [[-0.07, 1.31, -0.25], [-0.45, 0.75, -1.15], [2.12, -0.07, 2.49], [0.95, -1.43, -1.01], [-0.13, -0.31, 0.30], [-0.74, 1.98, -1.28], [0.00, 0.00, -0.59], [0.31, 0.01, -0.37], [-0.69, -0.22, -0.02], [-0.28, 0.26, 0.12], [-0.37, 0.32, 0.14], [-0.10, 0.29, 0.30], [-0.42, -0.07, 0.34], [-0.13, -1.03, -1.14], [0.00, -1.78, 2.13]]}

No. 3
{"formula": "C15H15ClO3Zn", "method": "ωB97M-V with the def2-TZVPD basis set", "homo_lumo_gap_ev": 2.229, "spin_multiplicity": 1, "total_charge": 2, "elements": ["C", "C", "Cl", "C", "C", "C", "C", "C", "C", "C", "C", "C", "C", "C", "C", "O", "O", "C", "O", "H", "H", "H", "H", "H", "H", "H", "H", "H", "H", "H", "H", "H", "H", "H", "Zn"], "coordinates": [[2.93573, 2.44739, 0.03270], [1.85144, 1.40774, 0.20703], [0.36189, 2.02561, -0.55692], [2.22415, 0.07841, -0.48426], [1.72672, -1.14267, 0.16676], [0.67332, -1.93038, -0.10595], [-0.35346, -1.82355, -1.15547], [-1.82520, -1.82893, -0.58412], [-2.29382, -0.49278, -0.17642], [-2.81944, 0.42039, -1.14596], [-3.28738, 1.64473, -0.76868], [-3.24609, 2.01575, 0.57745], [-2.73682, 1.11797, 1.55189], [-2.26560, -0.10113, 1.17674], [0.71587, -3.04468, 0.91061], [-0.13764, -3.78103, 1.26155], [1.99793, -3.02072, 1.47475], [2.41830, -1.72564, 1.36025], [3.09983, -1.13431, 2.13064], [3.91429, 2.06320, 0.34617], [2.70620, 3.38336, 0.53963], [2.92313, 2.73390, -1.05413], [1.65531, 1.25456, 1.26451], [3.33220, 0.00862, -0.53896], [1.84261, 0.09596, -1.51067], [-0.28092, -2.71948, -1.77684], [-0.16588, -0.96364, -1.79487], [-2.47763, -2.27715, -1.33172], [-1.83960, -2.49047, 0.27729], [-2.86228, 0.10551, -2.17950], [-3.70437, 2.32860, -1.49202], [-3.60602, 2.98900, 0.87767], [-2.74702, 1.41635, 2.58950], [-1.88900, -0.77362, 1.93528], [4.15924, 1.71310, -2.02391]], "forces_ev_per_angstrom": [[-0.26, -0.21, 0.00], [0.25, -0.08, -0.38], [-0.19, -0.04, 0.19], [-0.19, 0.25, -0.13], [-0.08, -0.44, -0.04], [0.18, 0.32, -0.10], [0.09, -0.20, -0.03], [-0.22, -0.14, 0.47], [-0.02, 0.07, -0.24], [0.23, -0.39, -0.04], [-0.19, 0.38, 0.04], [0.08, -0.21, 0.05], [-0.27, 0.57, 0.02], [0.26, -0.19, 0.12], [0.24, -0.18, -0.08], [0.16, -0.07, -0.25], [-0.56, 0.15, 0.83], [-0.15, 0.21, -0.32], [0.47, -0.14, -0.12], [0.01, 0.13, 0.33], [0.21, 0.17, -0.05], [-0.25, 0.48, 0.15], [0.04, -0.03, 0.09], [0.06, -0.11, 0.24], [-0.03, 0.13, -0.06], [-0.10, -0.05, -0.04], [-0.07, 0.09, -0.04], [0.03, 0.18, -0.24], [0.02, -0.14, 0.00], [0.00, 0.00, -0.08], [-0.02, 0.01, -0.10], [-0.04, 0.05, 0.06], [0.02, -0.02, 0.08], [0.02, -0.17, -0.05], [0.28, -0.38, -0.28]]}